a.
This record from OMol25 describes a 2-piece molecular cluster, C6H11NO2 overall. The level of theory is ωB97M-V/def2-TZVPD.

XYZ file:
```
20
Properties=species:S:1:pos:R:3:lowdin_charge:R:1
C -1.47158 0.79897 -1.08674 0.06
N -0.43309 0.12058 -0.80073 0.04
C 0.63608 -0.27619 -1.57824 -0.52
C 1.43582 0.89238 -2.12661 0.00
O 0.97612 -1.42800 -1.68663 0.10
H -1.71046 1.08553 -2.11033 0.09
H -2.18581 1.07726 -0.32869 0.07
H 0.92675 1.29157 -3.00254 0.08
H 1.53186 1.68733 -1.39184 0.08
H 2.41820 0.53650 -2.42291 0.08
C -1.69098 -0.39051 1.67908 -0.03
C -0.83144 -1.16932 0.94539 -0.28
O 0.48313 -1.37278 1.25310 -0.15
C 1.15985 -0.32644 1.91644 -0.09
H -2.75254 -0.53112 1.56829 0.04
H -1.34303 0.25717 2.46445 0.04
H -1.20334 -2.06078 0.45141 0.13
H 1.00988 0.63436 1.41423 0.09
H 0.82855 -0.23977 2.95589 0.09
H 2.21604 -0.58674 1.88698 0.09
```

As for the frontier orbital gap: 0.3019 Ha. As for the multiplicity: 1. The total charge is 0.



b.
This record from OMol25 describes a 2-piece molecular cluster, C6H11NO2 overall. The level of theory is ωB97M-V/def2-TZVPD.

XYZ file:
```
20
Properties=species:S:1:pos:R:3:lowdin_charge:R:1
C -1.44165 1.34581 -0.93023 0.00
C -1.43434 0.33074 0.17068 -0.44
O -1.31594 0.59369 1.34313 0.09
C -1.58549 -1.11479 -0.26536 -0.21
O -1.29897 -1.98664 0.79372 -0.07
H -1.65065 2.33584 -0.53377 0.09
H -2.16245 1.08339 -1.69938 0.09
H -0.44896 1.34992 -1.37845 0.09
H -0.91568 -1.32569 -1.10491 0.12
H -2.62362 -1.26045 -0.60366 0.14
H -1.25780 -1.43107 1.59251 0.09
C 1.96552 1.73067 0.58619 -0.12
C 1.82951 0.32265 0.26955 -0.11
C 1.71539 -0.85119 0.04698 -0.18
N 1.53672 -2.14479 -0.30254 0.06
H 2.83959 1.89212 1.21766 0.07
H 2.07583 2.32626 -0.32198 0.07
H 1.08004 2.06614 1.12657 0.07
H 2.36620 -2.70864 -0.16106 0.09
H 0.72673 -2.55398 0.15435 0.07
```

As for the frontier orbital gap: 0.3388 Ha. As for the multiplicity: 1. The total charge is 0.



c.
This record from OMol25 describes one molecule with the formula C6H11NO2. The level of theory is ωB97M-V/def2-TZVPD.

XYZ file:
```
20
Properties=species:S:1:pos:R:3:lowdin_charge:R:1
H -1.85007 -2.35603 0.61060 0.07
N -1.13080 -1.94398 0.01682 0.17
C -1.32048 -0.71318 -0.26757 -0.37
C -2.63806 -0.00478 0.02230 -0.20
O -2.83484 1.17791 0.07220 0.08
C -0.42808 0.12733 -1.06829 -0.03
C 0.95657 0.04533 -0.05788 -0.57
C 0.73764 0.32957 1.43165 -0.03
C 1.90396 1.09499 -0.63600 -0.04
O 1.56430 -1.19857 -0.24452 -0.03
H -3.45987 -0.73450 0.18029 0.12
H -0.72005 1.17437 -1.11355 0.11
H -0.24614 -0.29676 -2.05730 0.13
H 0.16147 -0.46398 1.90313 0.07
H 0.24526 1.28809 1.57328 0.09
H 1.69952 0.33360 1.94154 0.09
H 2.85005 1.06273 -0.09940 0.08
H 1.46443 2.08474 -0.54222 0.09
H 2.12048 0.87468 -1.67806 0.09
H 0.92472 -1.88157 0.01299 0.07
```

As for the frontier orbital gap: 0.3378 Ha. As for the multiplicity: 1. The total charge is 0.



c is preferred energetically. Next in line: 65.4 kJ/mol higher.



a.
This record from OMol25 describes a 2-piece molecular cluster, C4H5N2O2 overall. The level of theory is ωB97M-V/def2-TZVPD.

XYZ file:
```
13
Properties=species:S:1:pos:R:3:lowdin_charge:R:1
C -0.48772 -1.41657 -0.00246 -0.30
C 2.48425 0.59819 -0.09480 -0.43
C -1.10700 -0.20041 -0.63586 -0.25
C -0.85182 0.84940 0.46019 -0.32
N 0.16916 -1.02356 1.10754 -0.15
N 0.05781 0.26423 1.40271 -0.17
O 3.31738 0.91362 0.65200 0.16
O 1.80855 0.17531 -0.96235 0.14
H -0.36438 -2.51381 -0.27805 0.06
H -0.62411 -0.03037 -1.60661 0.05
H -2.25018 -0.47227 -0.88838 0.10
H -0.44506 1.67886 -0.08180 0.06
H -1.70687 1.17739 0.92787 0.05
```

As for the frontier orbital gap: 0.1885 Ha. As for the multiplicity: 1. The total charge is -1.



b.
This record from OMol25 describes C4H5N2O2 as an isolated structure. The level of theory is ωB97M-V/def2-TZVPD.

XYZ file:
```
13
Properties=species:S:1:pos:R:3:lowdin_charge:R:1
C 1.13471 -1.19555 -0.28833 -0.24
C -2.43480 0.16278 -0.69953 -0.63
C 1.53953 0.12172 0.34108 -0.20
C 0.14079 0.72275 0.57306 -0.22
N -0.13949 -1.35758 -0.32902 -0.04
N -0.79411 -0.34865 0.20554 -0.13
O -2.76840 -0.72925 -1.40091 0.04
O -2.68117 1.25722 -0.30823 0.03
H 1.82139 -1.94842 -0.63501 0.06
H 2.08232 -0.02779 1.28310 0.08
H 2.17470 0.72750 -0.31582 0.08
H -0.02740 1.00565 1.61924 0.09
H -0.04807 1.60962 -0.04515 0.09
```

As for the frontier orbital gap: 0.2559 Ha. As for the multiplicity: 1. The total charge is -1.



c.
This record from OMol25 describes an isolated ion of composition C4H5N2O2 and charge -1. The level of theory is ωB97M-V/def2-TZVPD.

XYZ file:
```
13
Properties=species:S:1:pos:R:3:lowdin_charge:R:1
C -1.44431 -0.08261 -0.99422 -0.11
C -1.11392 -1.16068 0.08579 -0.29
N 0.33661 -1.25460 0.11573 0.03
C 1.12784 -0.44563 0.64708 -0.27
N 2.03178 0.09467 1.23399 0.18
C 2.16477 1.56450 0.78373 -0.80
O 2.92459 1.75321 -0.15811 -0.04
O 1.68667 2.35767 1.58501 -0.05
H -1.24467 -0.71570 -1.91341 0.08
H -2.51538 0.09915 -1.00993 0.04
H -0.89893 0.84368 -1.14941 0.07
H -1.50692 -0.94909 1.06945 0.09
H -1.54812 -2.10457 -0.29569 0.09
```

As for the frontier orbital gap: 0.2967 Ha. As for the multiplicity: 1. The total charge is -1.



d.
This record from OMol25 describes a 2-piece molecular cluster, C4H5N2O2 overall. The level of theory is ωB97M-V/def2-TZVPD.

XYZ file:
```
13
Properties=species:S:1:pos:R:3:lowdin_charge:R:1
C -1.51673 -1.25013 0.34016 -0.16
C -2.70146 -0.61986 0.35508 -0.17
C -1.06024 0.90587 0.57853 -0.12
C 2.99623 0.40941 1.05660 -0.12
N -0.55361 -0.33604 0.38692 -0.01
N 1.97375 -0.08138 0.42859 -0.26
O 2.28181 -1.08259 -0.44956 -0.34
O -2.38012 0.66647 0.50366 -0.11
H -1.33646 -2.25545 0.00428 0.11
H -3.72802 -0.92659 0.27184 0.10
H 3.94864 -0.01285 1.12068 0.01
H 2.91099 1.27973 1.68983 0.02
H 0.58295 -0.45696 0.46284 0.06
```

As for the frontier orbital gap: 0.2669 Ha. As for the multiplicity: 1. The total charge is -1.



c is preferred energetically. Next in line: 54.0 kJ/mol higher.



a.
This record from OMol25 describes a 2-piece molecular cluster, C5H12S overall. The level of theory is ωB97M-V/def2-TZVPD.

XYZ file:
```
18
Properties=species:S:1:pos:R:3:lowdin_charge:R:1
C -1.15070 0.92293 -1.70124 -0.01
C -2.38876 0.73999 -1.24749 -0.23
C -2.70638 -0.03118 0.03102 -0.11
H -1.05439 1.67559 -2.47436 0.05
H -0.36995 0.22274 -1.44268 0.03
H -3.16035 1.46156 -1.50551 0.08
H -2.56081 0.66091 0.85761 0.07
H -3.73985 -0.36757 0.01364 0.06
H -1.98685 -0.84216 0.11953 0.06
C 2.34872 0.33273 1.96367 -0.39
S 1.33256 -1.09161 1.37005 0.71
C 1.86620 -1.32203 -0.29286 -0.49
H 2.17475 0.42516 3.03518 0.03
H 1.93040 1.24473 1.55314 0.03
H 3.36797 0.05093 1.73524 0.03
H 2.43914 -0.44672 -0.61761 0.04
H 2.61053 -2.11192 -0.41943 0.03
H 1.04777 -1.52409 -0.97793 0.02
```

As for the frontier orbital gap: 0.3470 Ha. As for the multiplicity: 1. The total charge is 0.



b.
This record from OMol25 describes one molecule with the formula C5H12S. The level of theory is ωB97M-V/def2-TZVPD.

XYZ file:
```
18
Properties=species:S:1:pos:R:3:lowdin_charge:R:1
C -0.42313 -0.31016 3.06603 -0.12
C -0.47881 0.31780 1.67094 -0.28
C 0.82000 0.10038 0.87953 -0.27
C 0.72258 -0.80881 -0.34077 -0.54
S 0.37414 -0.07283 -1.94953 0.79
C -1.18470 0.82426 -1.67977 -0.39
H -0.22438 -1.38523 2.96666 0.08
H -1.35935 -0.19221 3.59455 0.06
H 0.37733 0.10714 3.67792 0.07
H -1.30251 -0.15525 1.14217 0.09
H -0.71088 1.37040 1.78258 0.10
H 1.21564 1.06489 0.56768 0.10
H 1.58687 -0.30444 1.54180 0.10
H 0.04856 -1.63780 -0.14430 0.07
H 1.68704 -1.30669 -0.49782 0.07
H -1.06606 1.84439 -2.03426 0.03
H -2.01530 0.36241 -2.19654 0.03
H -1.27614 0.93321 -0.59496 0.01
```

As for the frontier orbital gap: 0.3490 Ha. As for the multiplicity: 1. The total charge is 0.



b is preferred energetically. Next in line: 109.2 kJ/mol higher.



a.
This record from OMol25 describes a 2-piece molecular cluster, C5H12S overall. The level of theory is ωB97M-V/def2-TZVPD.

XYZ file:
```
18
Properties=species:S:1:pos:R:3:lowdin_charge:R:1
C 1.18888 2.00046 2.35485 -0.03
C 1.52329 0.79623 2.84484 -0.25
C 0.66734 -0.48351 2.76386 -0.11
H 1.98078 2.76617 2.29187 0.05
H 0.16541 2.30012 2.13150 0.05
H 2.51397 0.64104 3.21676 0.07
H 0.70812 -1.04819 3.71465 0.07
H -0.33044 -0.27648 2.36527 0.06
H 1.24328 -1.05063 1.97980 0.08
C -0.98611 0.37853 -2.99726 -0.23
C -0.98357 -1.12404 -2.79812 -0.62
S -1.66538 -1.37635 -1.10740 0.64
H -0.13164 0.92875 -2.60854 0.06
H -1.87513 0.90749 -2.67367 0.06
H -0.86959 0.63064 -4.09654 0.09
H -1.68086 -1.63251 -3.52610 0.07
H -0.00711 -1.63709 -2.97478 0.08
H -1.46124 -2.72063 -0.88100 -0.14
```

As for the frontier orbital gap: 0.3630 Ha. As for the multiplicity: 1. The total charge is 0.



b.
This record from OMol25 describes one molecule with the formula C5H12S. The level of theory is ωB97M-V/def2-TZVPD.

XYZ file:
```
18
Properties=species:S:1:pos:R:3:lowdin_charge:R:1
C -2.63826 0.75971 -0.85540 -0.05
C -1.76572 -0.43031 -0.15397 -0.26
C -0.30669 -0.53243 -0.54159 -0.44
C 0.21083 -1.96497 -0.28678 -0.06
C 0.36115 0.54843 0.30384 -0.58
S 2.10413 0.86950 0.67885 0.69
H -3.60952 0.79485 -0.33974 0.07
H -2.46461 0.61793 -1.96630 0.09
H -1.97358 1.58186 -0.64960 0.03
H -1.85612 -0.45832 0.97019 0.12
H -2.04597 -1.50102 -0.22168 0.10
H -0.32211 -0.14406 -1.58848 0.14
H -0.23908 -2.61533 -0.95701 0.05
H 1.32471 -1.87674 -0.49960 0.10
H 0.04827 -2.38559 0.65493 0.06
H 0.08387 0.43158 1.37979 0.07
H -0.02910 1.42039 -0.06406 0.02
H 2.24932 -0.06018 1.62341 -0.15
```

As for the frontier orbital gap: 0.3612 Ha. As for the multiplicity: 1. The total charge is 0.



a is preferred energetically. Next in line: 22.0 kJ/mol higher.



a.
This record from OMol25 describes a 2-piece molecular cluster, C4H15N3O overall. The level of theory is ωB97M-V/def2-TZVPD.

XYZ file:
```
23
Properties=species:S:1:pos:R:3:lowdin_charge:R:1
N 0.11065 -2.23036 0.70132 -0.02
C -0.21372 -2.01880 -0.68462 -0.27
C -0.67387 -0.53225 -0.97443 -0.21
N 0.44331 0.32098 -1.50628 -0.09
C 0.42184 1.80933 -1.19958 -0.19
C 1.05019 2.05912 0.17885 -0.32
N 0.30824 1.60225 1.30037 0.03
H 0.50541 -3.21083 0.87215 0.13
H 0.79065 -1.67328 0.98603 0.00
H -1.04109 -2.71925 -0.82024 0.10
H 0.46735 -2.41142 -1.44263 0.11
H -1.33086 -0.68661 -1.97103 0.13
H -1.32050 0.10688 -0.19479 0.13
H 1.31080 -0.13474 -1.34045 0.07
H 1.13578 2.23960 -1.96651 0.12
H -0.52928 2.32635 -1.19970 0.11
H 2.07655 1.62641 0.15162 0.11
H 1.10039 3.08927 0.24460 0.08
H -0.22447 0.78392 1.19420 -0.02
H -0.30794 2.34270 1.53910 0.06
O -1.63301 -0.53103 2.11116 -0.14
H -0.88530 -1.01280 2.66303 0.10
H -1.56111 -1.14544 1.35781 -0.01
```

As for the frontier orbital gap: 0.3274 Ha. As for the multiplicity: 1. The total charge is 0.



b.
This record from OMol25 describes a 2-piece molecular cluster, C4H15N3O overall. The level of theory is ωB97M-V/def2-TZVPD.

XYZ file:
```
23
Properties=species:S:1:pos:R:3:lowdin_charge:R:1
N 1.36099 -2.15372 -1.39543 -0.02
C 1.54105 -1.91835 0.02164 -0.29
C 1.52535 -0.38908 0.53678 -0.19
C 0.94573 0.78845 -0.23557 -0.22
N -0.52641 0.74278 -0.70354 -0.07
C -1.31543 2.00087 -0.52574 -0.28
N -1.68719 2.40575 0.85772 0.02
H 2.19139 -1.95616 -1.95845 0.06
H 0.74924 -1.46069 -1.89400 0.08
H 0.91763 -2.61560 0.53002 0.07
H 2.38917 -2.30881 0.55214 0.09
H 1.09235 -0.45936 1.55354 0.10
H 2.62071 -0.25743 0.78291 0.11
H 1.57342 0.87104 -1.12586 0.10
H 1.13172 1.64485 0.49836 0.12
H -0.99551 0.09867 -0.08852 0.03
H -0.79114 2.84390 -0.96030 0.10
H -2.29679 1.74962 -1.11195 0.14
H -0.93416 2.58889 1.53829 0.07
H -2.29099 1.86304 1.32665 -0.01
O -2.66964 -1.38759 0.86221 -0.05
H -2.27232 -2.10851 0.31753 0.07
H -2.25919 -0.58255 0.62157 -0.04
```

As for the frontier orbital gap: 0.3639 Ha. As for the multiplicity: 1. The total charge is 0.



c.
This record from OMol25 describes a 2-piece molecular cluster, C4H15N3O overall. The level of theory is ωB97M-V/def2-TZVPD.

XYZ file:
```
23
Properties=species:S:1:pos:R:3:lowdin_charge:R:1
N 1.63052 0.47025 -1.80366 0.09
C 1.00920 -0.74528 -1.30641 -0.79
N 1.58365 -1.91967 -1.92342 0.09
N -0.40743 -0.72208 -1.60206 0.10
O 1.19997 -0.79920 0.07795 -0.01
H 2.53174 0.60408 -1.35992 0.08
H 1.77489 0.39329 -2.80380 0.08
H 2.54515 -2.02304 -1.61304 0.08
H 1.07442 -2.73871 -1.60811 0.08
H -0.58103 -1.19491 -2.47709 0.08
H -0.70303 0.24254 -1.70053 0.07
H 0.43851 -0.37552 0.49575 0.02
C -1.68042 -0.36813 1.56101 -0.13
C -1.31158 1.00617 2.11229 -0.31
C -0.34128 1.80214 1.24167 -0.12
H -1.92460 -0.31632 0.50114 0.06
H -2.55155 -0.75393 2.08993 0.07
H -0.87322 -1.08499 1.70285 0.07
H -2.22917 1.59045 2.21738 0.10
H -0.88683 0.89319 3.11266 0.10
H -0.27496 2.81852 1.61193 0.07
H 0.66205 1.38409 1.26361 0.06
H -0.68501 1.83705 0.20989 0.07
```

As for the frontier orbital gap: 0.3853 Ha. As for the multiplicity: 1. The total charge is 0.



c is preferred energetically. Next in line: 245.8 kJ/mol higher.



a.
This record from OMol25 describes a 2-piece molecular cluster, C5H15NO overall. The level of theory is ωB97M-V/def2-TZVPD.

XYZ file:
```
22
Properties=species:S:1:pos:R:3:lowdin_charge:R:1
C 1.40891 -0.62845 -1.79546 -0.40
N 1.10805 -0.30528 -0.42447 -0.14
C -1.91586 0.43657 1.81064 -0.16
C -0.44004 0.32507 1.45516 -0.29
C -0.28873 -0.03677 -0.00288 -0.49
C -1.12148 -1.26496 -0.25754 -0.25
H 2.52738 -0.43487 -1.89439 0.05
H 1.24319 -1.61575 -2.18601 -0.01
H 0.77632 0.04150 -2.38698 0.03
H 1.43593 -1.09165 0.14973 0.09
H -2.07411 -0.62964 1.77142 0.03
H -2.07772 0.59699 2.93921 0.08
H -2.57043 1.16590 1.24589 0.09
H 0.07598 -0.51128 2.06667 0.14
H 0.18806 1.16788 1.54404 0.07
H -0.82313 0.77041 -0.74256 0.17
H -1.07125 -1.44945 -1.33145 0.02
H -2.14774 -1.15260 0.03027 0.03
H -0.82000 -2.24509 0.17025 0.06
H 1.74085 1.71815 -0.40940 0.01
H 2.47855 2.62588 -1.36151 0.01
O 2.36727 2.51744 -0.39062 -0.17
```

The expectation value of S² is 0.750. As for the frontier orbital gap (alpha / beta): 0.0884 / 0.3326 Ha. As for the multiplicity: 2. The total charge is -1.



b.
This record from OMol25 describes a 2-piece molecular cluster, C5H15NO overall. The level of theory is ωB97M-V/def2-TZVPD.

XYZ file:
```
22
Properties=species:S:1:pos:R:3:lowdin_charge:R:1
C 1.21887 -1.25188 -1.44208 -0.16
N 0.92771 -1.15844 -0.01694 -0.26
C -0.37613 -1.75058 0.23674 -0.23
C -0.00407 1.20699 0.00097 -0.15
C 1.07878 0.23154 0.47168 -0.45
C 1.17466 0.23396 1.99018 -0.12
H 2.23887 -0.91123 -1.63931 0.07
H 1.19550 -2.29995 -1.75067 0.07
H 0.48052 -0.72156 -2.05276 0.06
H -0.32281 -2.82651 0.04400 0.06
H -1.19564 -1.32488 -0.36632 0.02
H -0.66537 -1.61821 1.28656 0.05
H 0.05891 2.10713 0.61450 0.06
H -0.98273 0.79527 0.26973 0.02
H 0.00232 1.48200 -1.04886 0.05
H 2.03343 0.55452 0.04250 0.12
H 1.65273 1.16424 2.31199 0.07
H 0.18995 0.19212 2.45592 0.05
H 1.76586 -0.61571 2.33567 0.07
H -2.77256 1.39077 -1.48196 -0.05
H -3.35601 1.74111 -0.14695 -0.06
O -3.21580 2.13251 -1.02951 -0.27
```

The expectation value of S² is 0.750. As for the frontier orbital gap (alpha / beta): 0.1058 / 0.3277 Ha. As for the multiplicity: 2. The total charge is -1.



b is preferred energetically. Next in line: 117.0 kJ/mol higher.